(1)
One molecule with the formula C4H9NO at a distorted geometry. Source: the OMol25 dataset; level of theory: wB97M-V/def2-TZVPD.

Total charge: 0
Energy above the lowest of the compared OMol25 structures with the same formula, charge and spin, kcal/mol: 90.5
LUMO, eV: 1.01
Structure (SMILES): C[C@H]1N[C@H]1CO
Frontier orbital gap, eV: 9.741
Max |F|, eV/A: 2.39
HOMO level, eV: -8.73
Total energy, a.u.: -287.68818

Each line ends with the Löwdin charge.
Element x y z (Å)
C1 -1.546 0.632 0.328  -0.06
C2 -0.790 -0.105 -0.733  -0.31
N1 0.448 0.358 -1.271  0.00
C3 0.694 -0.819 -0.487  -0.20
C4 1.399 -0.570 0.824  -0.25
O1 1.394 0.793 1.201  -0.09
H1 -2.345 0.016 0.763  0.08
H2 -0.867 0.944 1.120  0.07
H3 -2.010 1.515 -0.121  0.08
H4 -1.434 -0.581 -1.497  0.14
H5 0.520 0.213 -2.267  0.11
H6 -0.107 -1.584 -0.581  0.13
H7 2.440 -0.931 0.741  0.11
H8 0.925 -1.158 1.618  0.12
H9 1.278 1.276 0.362  0.07

(2)
A 2-piece molecular cluster, C5H15NO overall at a distorted geometry. Source: the OMol25 dataset; level of theory: wB97M-V/def2-TZVPD.

Total charge: +1
Spin multiplicity: 2
Energy above the lowest of the compared OMol25 structures with the same formula, charge and spin, kcal/mol: 17.2
<S²>: 0.7541
LUMO (spin up / spin down), eV: -2.92 / -7.57
Frontier orbital gap (spin up / spin down), eV: 10.644 / 5.993
Max |F|, eV/A: 2.70
HOMO level (spin up / spin down), eV: -13.57 / -13.57
Total energy, a.u.: -329.16888

Each line ends with the Löwdin spin population.
Element x y z (Å)
C1 -0.452 -1.176 -1.258  0.07
N1 0.098 -0.103 -0.452  0.64
C2 -0.759 0.165 0.698  0.06
C3 -0.467 2.164 -1.413  0.04
C4 0.571 1.032 -1.233  0.05
C5 1.969 1.493 -0.831  0.03
H1 -1.343 -0.819 -1.787  0.04
H2 0.270 -1.526 -1.992  0.01
H3 -0.724 -2.058 -0.682  0.00
H4 -0.980 -0.720 1.233  0.00
H5 -1.594 0.767 0.333  0.03
H6 -0.274 0.823 1.425  0.01
H7 -0.067 2.902 -2.100  0.00
H8 -0.614 2.784 -0.526  0.00
H9 -1.415 1.697 -1.662  0.00
H10 0.601 0.689 -2.262  0.00
H11 2.212 2.377 -1.421  0.00
H12 1.972 1.839 0.203  0.00
H13 2.713 0.726 -1.011  0.00
H14 -0.793 -3.659 5.198  0.00
H15 -0.310 -4.792 4.323  0.00
O1 -0.614 -4.606 5.217  0.00

(3)
One molecule with the formula C3H3ClN2O at a distorted geometry. Source: the OMol25 dataset; level of theory: wB97M-V/def2-TZVPD.

Total charge: 0
Energy above the lowest of the compared OMol25 structures with the same formula, charge and spin, kcal/mol: 60.5
LUMO, eV: 0.49
Structure (SMILES): [H]/N=C(Cl)/C(C=O)=N\[H]
Frontier orbital gap, eV: 9.831
Max |F|, eV/A: 6.06
HOMO level, eV: -9.34
Total energy, a.u.: -760.96512

Each line ends with the Löwdin charge.
Element x y z (Å)
H1 -1.812 -1.415 -1.344  0.09
N1 -1.249 -0.737 -0.791  0.10
C1 -0.024 -0.898 -0.648  -0.78
Cl1 1.122 -2.055 -1.034  0.74
C2 0.564 0.446 0.336  -0.31
C3 -0.527 1.271 0.915  -0.30
O1 -1.124 1.002 1.861  0.12
N2 1.743 0.525 0.571  0.13
H2 2.394 -0.104 0.003  0.07
H3 -1.088 1.965 0.130  0.15

(4)
C2H2BrI as an isolated structure at a distorted geometry. Source: the OMol25 dataset; level of theory: wB97M-V/def2-TZVPD.

Total charge: 0
Energy above the lowest of the compared OMol25 structures with the same formula, charge and spin, kcal/mol: 88.4
LUMO (spin up / spin down), eV: -0.76 / -0.49
Frontier orbital gap (spin up / spin down), eV: 7.915 / 8.286
Max |F|, eV/A: 7.67
HOMO level (spin up / spin down), eV: -8.67 / -8.78
Total energy, a.u.: -2948.92524

Each line ends with the Löwdin charge.
Element x y z (Å)
C1 -0.214 -0.354 0.820  -0.62
C2 0.306 0.387 -0.889  -0.64
Br1 1.096 -1.382 1.657  0.60
I1 -1.173 1.425 -1.868  0.75
H1 -1.264 -0.769 0.975  0.01
H2 1.249 0.695 -0.695  -0.09

(5)
One molecule with the formula C21H32N4O3. Source: the OMol25 dataset; level of theory: wB97M-V/def2-TZVPD.

Total charge: 0
Energy above the lowest of the compared OMol25 structures with the same formula, charge and spin, kcal/mol: 75.1
LUMO, eV: 0.70
Structure (SMILES): CCCCC/C=C/CC(=O)N1CC[C@@H]2C[C@]2(C(=O)NCc2nc(C)no2)CC1
Frontier orbital gap, eV: 10.079
Max |F|, eV/A: 0.06
HOMO level, eV: -9.38
Total energy, a.u.: -1264.13274

Each line ends with the Löwdin charge.
Element x y z (Å)
C1 3.308 5.640 -3.694  -0.12
C2 3.420 4.236 -3.115  -0.28
C3 2.070 3.657 -2.711  -0.24
C4 2.168 2.253 -2.131  -0.22
C5 0.804 1.691 -1.728  -0.21
C6 0.873 0.291 -1.170  -0.11
C7 1.562 -0.055 -0.089  -0.10
C8 1.666 -1.470 0.397  -0.10
C9 1.568 -1.558 1.919  -0.46
O1 2.036 -0.668 2.610  0.06
N1 0.984 -2.662 2.460  -0.05
C10 0.916 -2.770 3.919  -0.12
C11 -0.354 -3.479 4.374  -0.14
C12 -1.598 -2.816 3.846  -0.19
C13 -2.762 -3.589 3.329  -0.02
C14 -1.914 -2.821 2.351  -0.27
C15 -2.501 -1.493 1.950  -0.41
O2 -3.574 -1.101 2.375  0.07
N2 -1.727 -0.719 1.138  0.10
C16 -2.123 0.614 0.774  -0.07
C17 -2.362 0.773 -0.694  -0.35
N3 -2.558 1.876 -1.336  0.20
C18 -2.699 1.437 -2.633  -0.43
C19 -2.933 2.351 -3.779  -0.01
N4 -2.592 0.151 -2.775  0.14
O3 -2.373 -0.306 -1.470  0.02
C20 -1.057 -3.570 1.333  -0.07
C21 0.429 -3.761 1.690  -0.14
H1 4.283 6.038 -3.976  0.07
H2 2.675 5.646 -4.584  0.07
H3 2.864 6.327 -2.969  0.07
H4 3.892 3.572 -3.845  0.11
H5 4.080 4.248 -2.242  0.11
H6 1.596 4.320 -1.978  0.12
H7 1.407 3.644 -3.584  0.11
H8 2.634 1.583 -2.861  0.12
H9 2.828 2.262 -1.258  0.11
H10 0.345 2.363 -0.997  0.11
H11 0.145 1.698 -2.599  0.10
H12 0.349 -0.486 -1.725  0.11
H13 2.098 0.686 0.495  0.12
H14 0.932 -2.089 -0.120  0.10
H15 2.650 -1.881 0.144  0.14
H16 1.800 -3.297 4.294  0.13
H17 0.953 -1.757 4.316  0.12
H18 -0.339 -4.534 4.093  0.11
H19 -0.374 -3.465 5.466  0.12
H20 -1.846 -1.878 4.331  0.15
H21 -2.660 -4.667 3.291  0.12
H22 -3.756 -3.210 3.515  0.11
H23 -0.804 -1.023 0.879  0.10
H24 -3.046 0.841 1.308  0.14
H25 -1.371 1.348 1.069  0.14
H26 -3.009 1.785 -4.704  0.08
H27 -3.851 2.916 -3.620  0.08
H28 -2.112 3.064 -3.854  0.08
H29 -1.493 -4.554 1.143  0.12
H30 -1.126 -3.043 0.378  0.11
H31 1.010 -3.915 0.782  0.12
H32 0.566 -4.671 2.272  0.12

(6)
A 9-piece molecular cluster, C43H97F30N3OP7 overall at a distorted geometry. Source: the OMol25 dataset; level of theory: wB97M-V/def2-TZVPD.

Total charge: -1
LUMO, eV: 0.10
Frontier orbital gap, eV: 8.267
Max |F|, eV/A: 4.85
HOMO level, eV: -8.16
Total energy, a.u.: -7322.43683

Each line ends with the Löwdin charge.
Element x y z (Å)
C1 -1.206 -1.270 1.719  0.01
N1 -0.649 -0.170 0.788  -0.31
C2 0.068 -0.978 -0.342  0.02
C3 -1.752 0.639 0.107  0.04
C4 0.356 0.611 1.644  -0.09
C5 0.751 1.979 1.097  -0.23
O1 1.275 1.748 -0.164  -0.06
H1 -1.790 -2.011 1.173  0.11
H2 -1.858 -0.892 2.507  0.12
H3 -0.342 -1.704 2.221  0.10
H4 0.458 -1.916 0.054  0.11
H5 0.622 -0.329 -1.021  0.10
H6 -0.753 -1.334 -0.963  0.10
H7 -2.505 -0.057 -0.262  0.11
H8 -1.259 1.118 -0.739  0.10
H9 -2.115 1.358 0.841  0.12
H10 1.173 -0.082 1.849  0.14
H11 -0.102 0.766 2.621  0.14
H12 1.441 2.531 1.736  0.14
H13 -0.107 2.648 1.035  0.13
H14 1.429 2.553 -0.663  0.12
C6 8.143 6.564 5.505  -0.06
C7 7.996 7.572 4.394  -0.18
N2 6.630 8.078 4.227  -0.05
C8 5.632 7.385 3.586  -0.01
C9 4.440 7.992 3.792  0.04
N3 4.688 9.194 4.504  -0.09
C10 6.033 9.193 4.853  0.07
C11 3.769 10.240 4.719  -0.01
H15 9.023 6.700 6.133  0.08
H16 8.061 5.536 5.153  0.09
H17 7.382 6.781 6.254  0.08
H18 8.337 7.214 3.422  0.14
H19 8.658 8.426 4.539  0.12
H20 5.916 6.440 3.147  0.15
H21 3.456 7.559 3.681  0.15
H22 6.553 9.937 5.439  0.16
H23 3.266 10.239 5.686  0.11
H24 3.010 10.234 3.937  0.12
H25 4.316 11.181 4.791  0.10
C12 5.375 -13.175 1.654  -0.09
C13 5.524 -11.801 0.960  -0.25
C14 6.426 -10.714 1.600  -0.25
C15 6.481 -9.361 0.860  -0.28
P1 6.872 -7.882 1.805  1.00
C16 6.634 -6.458 0.651  -0.23
C17 7.319 -5.127 0.986  -0.24
C18 7.362 -4.006 -0.075  -0.23
C19 8.432 -4.204 -1.180  -0.10
C20 8.599 -8.064 2.272  -0.27
C21 9.630 -7.768 1.151  -0.23
C22 11.101 -8.196 1.460  -0.22
C23 11.548 -7.529 2.788  -0.10
C24 5.777 -7.766 3.230  -0.25
C25 5.767 -6.354 3.947  -0.22
C26 4.610 -6.276 4.998  -0.25
C27 4.533 -4.958 5.817  -0.09
H26 4.884 -13.881 0.984  0.08
H27 4.866 -13.016 2.605  0.07
H28 6.338 -13.649 1.844  0.07
H29 4.565 -11.420 0.609  0.11
H30 6.119 -11.965 0.062  0.10
H31 7.434 -11.128 1.626  0.11
H32 6.119 -10.496 2.623  0.09
H33 5.589 -9.171 0.264  0.11
H34 7.206 -9.596 0.080  0.10
H35 5.563 -6.277 0.736  0.11
H36 6.863 -6.806 -0.356  0.10
H37 8.376 -5.251 1.222  0.09
H38 6.803 -4.822 1.896  0.08
H39 7.530 -3.018 0.354  0.11
H40 6.396 -3.795 -0.533  0.11
H41 8.525 -3.308 -1.795  0.08
H42 8.194 -5.042 -1.835  0.07
H43 9.442 -4.363 -0.801  0.07
H44 8.667 -9.054 2.723  0.11
H45 8.657 -7.375 3.114  0.09
H46 9.567 -6.749 0.772  0.09
H47 9.304 -8.309 0.263  0.10
H48 11.627 -7.926 0.545  0.10
H49 11.203 -9.281 1.438  0.10
H50 10.942 -7.822 3.646  0.06
H51 11.505 -6.440 2.768  0.08
H52 12.551 -7.821 3.097  0.07
H53 6.100 -8.524 3.944  0.10
H54 4.792 -8.031 2.845  0.11
H55 5.600 -5.525 3.259  0.09
H56 6.735 -6.210 4.428  0.11
H57 4.772 -7.101 5.692  0.10
H58 3.664 -6.421 4.475  0.11
H59 5.558 -4.598 5.901  0.07
H60 3.989 -5.045 6.757  0.08
H61 4.079 -4.168 5.217  0.07
C28 -11.016 5.180 -8.501  -0.09
C29 -11.311 3.678 -8.179  -0.22
C30 -10.813 3.291 -6.715  -0.24
C31 -9.301 3.171 -6.624  -0.28
P2 -8.768 2.710 -4.921  1.04
C32 -9.545 3.734 -3.626  -0.26
C33 -9.105 5.245 -3.608  -0.21
C34 -9.729 5.962 -2.330  -0.22
C35 -9.204 7.412 -2.042  -0.09
C36 -9.375 0.991 -4.726  -0.27
C37 -8.979 0.162 -3.493  -0.24
C38 -9.552 -1.261 -3.377  -0.24
C39 -10.981 -1.272 -2.737  -0.09
C40 -6.930 2.814 -4.917  -0.21
C41 -6.272 2.327 -6.290  -0.23
C42 -4.760 2.496 -6.433  -0.26
C43 -4.223 3.963 -6.353  -0.09
H62 -9.970 5.370 -8.258  0.06
H63 -11.694 5.830 -7.947  0.07
H64 -11.117 5.447 -9.553  0.07
H65 -10.802 3.027 -8.889  0.10
H66 -12.345 3.333 -8.203  0.10
H67 -11.303 2.359 -6.436  0.10
H68 -11.076 4.123 -6.062  0.10
H69 -8.892 4.175 -6.728  0.09
H70 -8.831 2.460 -7.304  0.10
H71 -9.306 3.257 -2.676  0.10
H72 -10.631 3.662 -3.688  0.10
H73 -9.417 5.750 -4.522  0.10
H74 -8.022 5.352 -3.545  0.10
H75 -9.448 5.343 -1.478  0.10
H76 -10.813 5.976 -2.443  0.10
H77 -8.185 7.615 -2.371  0.07
H78 -9.343 7.827 -1.044  0.08
H79 -9.781 8.064 -2.698  0.06
H80 -9.206 0.456 -5.661  0.10
H81 -10.457 1.093 -4.803  0.08
H82 -9.333 0.604 -2.562  0.11
H83 -7.895 0.058 -3.473  0.11
H84 -8.875 -1.906 -2.817  0.11
H85 -9.597 -1.698 -4.375  0.10
H86 -11.515 -2.222 -2.775  0.07
H87 -11.589 -0.516 -3.234  0.06
H88 -10.977 -0.852 -1.731  0.08
H89 -6.665 2.173 -4.076  0.09
H90 -6.570 3.818 -4.692  0.08
H91 -6.639 2.953 -7.104  0.09
H92 -6.548 1.322 -6.609  0.11
H93 -4.371 2.045 -7.345  0.10
H94 -4.174 1.940 -5.702  0.10
H95 -3.145 3.956 -6.518  0.08
H96 -4.519 4.401 -5.400  0.06
H97 -4.662 4.648 -7.078  0.07
P3 -7.276 -0.212 4.102  0.12
F1 -6.116 0.902 4.125  -0.19
F2 -8.223 0.873 3.244  -0.22
F3 -6.668 -0.719 2.660  -0.22
F4 -8.514 -1.285 4.065  -0.19
F5 -6.347 -1.301 4.858  -0.18
F6 -7.659 0.343 5.492  -0.13
P4 8.377 5.127 -2.206  0.25
F7 7.906 4.219 -0.915  -0.21
F8 9.903 4.720 -1.814  -0.19
F9 8.387 3.807 -3.166  -0.20
F10 8.866 6.061 -3.515  -0.22
F11 6.753 5.269 -2.523  -0.21
F12 8.415 6.597 -1.446  -0.21
P5 -2.325 8.759 -0.795  0.15
F13 -1.651 9.993 -1.602  -0.19
F14 -3.437 9.865 -0.291  -0.22
F15 -3.123 8.531 -2.183  -0.19
F16 -3.168 7.600 -0.111  -0.16
F17 -1.063 7.742 -1.055  -0.19
F18 -1.574 9.176 0.606  -0.20
P6 -1.522 -7.836 -0.416  0.15
F19 -2.687 -6.675 -0.589  -0.20
F20 -0.553 -7.158 -1.436  -0.15
F21 -0.725 -7.036 0.773  -0.21
F22 -0.414 -9.019 -0.211  -0.21
F23 -2.459 -8.650 0.661  -0.20
F24 -2.287 -8.695 -1.578  -0.19
P7 -0.552 5.466 7.669  0.18
F25 -0.261 4.561 8.995  -0.18
F26 0.847 4.854 6.999  -0.23
F27 -1.493 4.319 6.987  -0.18
F28 -0.786 6.360 6.344  -0.20
F29 -1.857 6.258 8.235  -0.19
F30 0.303 6.700 8.312  -0.21

Please write out number 2 again, unchanged.
A 2-piece molecular cluster, C5H15NO overall at a distorted geometry. Source: the OMol25 dataset; level of theory: wB97M-V/def2-TZVPD.

Total charge: +1
Spin multiplicity: 2
Energy above the lowest of the compared OMol25 structures with the same formula, charge and spin, kcal/mol: 17.2
<S²>: 0.7541
LUMO (spin up / spin down), eV: -2.92 / -7.57
Frontier orbital gap (spin up / spin down), eV: 10.644 / 5.993
Max |F|, eV/A: 2.70
HOMO level (spin up / spin down), eV: -13.57 / -13.57
Total energy, a.u.: -329.16888

Each line ends with the Löwdin spin population.
Element x y z (Å)
C1 -0.452 -1.176 -1.258  0.07
N1 0.098 -0.103 -0.452  0.64
C2 -0.759 0.165 0.698  0.06
C3 -0.467 2.164 -1.413  0.04
C4 0.571 1.032 -1.233  0.05
C5 1.969 1.493 -0.831  0.03
H1 -1.343 -0.819 -1.787  0.04
H2 0.270 -1.526 -1.992  0.01
H3 -0.724 -2.058 -0.682  0.00
H4 -0.980 -0.720 1.233  0.00
H5 -1.594 0.767 0.333  0.03
H6 -0.274 0.823 1.425  0.01
H7 -0.067 2.902 -2.100  0.00
H8 -0.614 2.784 -0.526  0.00
H9 -1.415 1.697 -1.662  0.00
H10 0.601 0.689 -2.262  0.00
H11 2.212 2.377 -1.421  0.00
H12 1.972 1.839 0.203  0.00
H13 2.713 0.726 -1.011  0.00
H14 -0.793 -3.659 5.198  0.00
H15 -0.310 -4.792 4.323  0.00
O1 -0.614 -4.606 5.217  0.00

Question: The lowest total energy belongs to which entry?
Answer: C43H97F30N3OP7

Question: Look up the total charge of the second one.
Answer: +1

What did the first record say?
One molecule with the formula C4H9NO at a distorted geometry. Source: the OMol25 dataset; level of theory: wB97M-V/def2-TZVPD.

Total charge: 0
Energy above the lowest of the compared OMol25 structures with the same formula, charge and spin, kcal/mol: 90.5
LUMO, eV: 1.01
Structure (SMILES): C[C@H]1N[C@H]1CO
Frontier orbital gap, eV: 9.741
Max |F|, eV/A: 2.39
HOMO level, eV: -8.73
Total energy, a.u.: -287.68818

Each line ends with the Löwdin charge.
Element x y z (Å)
C1 -1.546 0.632 0.328  -0.06
C2 -0.790 -0.105 -0.733  -0.31
N1 0.448 0.358 -1.271  0.00
C3 0.694 -0.819 -0.487  -0.20
C4 1.399 -0.570 0.824  -0.25
O1 1.394 0.793 1.201  -0.09
H1 -2.345 0.016 0.763  0.08
H2 -0.867 0.944 1.120  0.07
H3 -2.010 1.515 -0.121  0.08
H4 -1.434 -0.581 -1.497  0.14
H5 0.520 0.213 -2.267  0.11
H6 -0.107 -1.584 -0.581  0.13
H7 2.440 -0.931 0.741  0.11
H8 0.925 -1.158 1.618  0.12
H9 1.278 1.276 0.362  0.07